No. 1
Here is C24H66F6MgNO15S2 as an isolated structure in a non-equilibrium geometry from the Open Molecules 2025 dataset. Energies are from ωB97M-V/def2-TZVPD.

Calculated values
total charge	+1
energy above the lowest of the compared OMol25 structures with the same formula, charge and spin	4.3995	eV
LUMO energy	-8.9932	eV
E	-3732.3322	a.u.
Kohn-Sham gap	0.079	Ha

Positions of all 115 atoms, in Å:
Mg1 -3.40 -7.35 -24.10
C1 -2.51 -7.42 -19.50
F1 -2.63 -7.94 -18.32
F2 -3.73 -7.38 -20.08
F3 -1.99 -6.14 -19.50
S1 -1.33 -8.58 -20.54
O1 -0.19 -8.77 -19.73
O2 -2.13 -9.81 -20.70
N1 -1.25 -7.74 -22.12
S2 0.32 -7.70 -22.49
O3 1.11 -8.82 -22.09
O4 0.36 -7.33 -23.92
C2 1.00 -6.14 -21.54
F4 0.50 -6.11 -20.31
F5 2.36 -6.16 -21.59
F6 0.44 -5.10 -22.24
C3 5.37 -12.36 -23.46
C4 6.43 -13.12 -22.68
O5 7.74 -12.53 -22.92
H1 5.46 -12.50 -24.53
H2 5.38 -11.28 -23.31
H3 4.40 -12.81 -23.24
H4 6.29 -14.15 -23.02
H5 6.29 -13.06 -21.60
H6 8.19 -12.62 -22.08
C5 4.66 -4.54 -17.11
C6 5.80 -4.60 -16.11
O6 5.13 -4.69 -14.85
H7 4.94 -4.25 -18.12
H8 3.92 -3.77 -16.89
H9 4.09 -5.46 -17.20
H10 6.40 -3.70 -16.22
H11 6.48 -5.40 -16.39
H12 5.01 -5.63 -14.71
C7 -6.52 -9.61 -13.93
C8 -6.96 -9.32 -12.50
O7 -6.05 -9.60 -11.57
H13 -6.94 -10.54 -14.30
H14 -5.43 -9.73 -13.99
H15 -6.90 -8.84 -14.60
H16 -7.94 -9.78 -12.34
H17 -7.05 -8.24 -12.41
H18 -6.42 -9.42 -10.69
C9 -0.33 -14.41 -24.13
C10 -0.27 -12.92 -23.92
O8 -1.51 -12.36 -24.38
H19 -1.24 -14.83 -23.70
H20 0.63 -14.84 -23.83
H21 -0.32 -14.52 -25.21
H22 0.53 -12.46 -24.50
H23 -0.10 -12.61 -22.89
H24 -2.19 -12.50 -23.72
C11 -2.69 -8.92 -29.23
C12 -3.28 -8.05 -28.14
O9 -2.72 -8.56 -26.94
H25 -3.10 -8.48 -30.14
H26 -2.95 -9.97 -29.22
H27 -1.63 -8.71 -29.42
H28 -4.37 -8.09 -28.02
H29 -3.16 -6.98 -28.33
H30 -2.49 -9.46 -27.16
C13 -8.81 -11.19 -18.58
C14 -8.85 -12.07 -19.83
O10 -9.43 -11.36 -20.90
H31 -8.03 -10.43 -18.68
H32 -8.56 -11.75 -17.68
H33 -9.71 -10.59 -18.46
H34 -9.69 -12.73 -19.65
H35 -7.90 -12.49 -20.16
H36 -10.27 -11.01 -20.62
C15 5.98 -10.81 -17.80
C16 4.79 -10.05 -18.41
O11 3.65 -10.21 -17.60
H37 6.77 -10.75 -18.55
H38 5.84 -11.87 -17.58
H39 6.39 -10.24 -16.97
H40 4.60 -10.35 -19.44
H41 5.25 -9.06 -18.45
H42 2.97 -10.72 -18.05
C17 0.20 -0.54 -20.66
C18 -1.17 -1.29 -20.69
O12 -2.10 -0.67 -21.66
H43 0.08 0.29 -19.95
H44 0.44 -0.06 -21.61
H45 1.05 -1.15 -20.38
H46 -1.50 -1.32 -19.65
H47 -1.11 -2.30 -21.10
H48 -2.45 0.09 -21.18
C19 -3.67 -14.99 -17.61
C20 -2.43 -14.07 -17.25
O13 -1.55 -13.95 -18.35
H49 -4.40 -15.08 -16.81
H50 -3.25 -15.98 -17.73
H51 -4.11 -14.79 -18.59
H52 -1.91 -14.56 -16.43
H53 -2.83 -13.11 -16.91
H54 -2.19 -13.60 -18.99
C21 -5.35 -3.95 -14.81
C22 -6.08 -2.67 -15.19
O14 -5.23 -1.64 -15.64
H55 -4.79 -3.75 -13.89
H56 -4.71 -4.26 -15.64
H57 -6.03 -4.79 -14.63
H58 -6.67 -2.34 -14.34
H59 -6.70 -2.75 -16.08
H60 -5.80 -1.03 -16.10
C23 -6.49 -2.82 -20.79
C24 -6.89 -1.36 -21.12
O15 -6.57 -0.97 -22.47
H61 -6.95 -3.19 -19.87
H62 -5.41 -2.84 -20.64
H63 -6.80 -3.47 -21.61
H64 -6.44 -0.57 -20.52
H65 -7.98 -1.30 -21.18
H66 -7.29 -0.47 -22.86

No. 2
Here is C22H33IrN4O8P2S3 as an isolated structure from the Open Molecules 2025 dataset. Energies are from ωB97M-V/def2-TZVPD.

Calculated values
total charge	+2
energy above the lowest of the compared OMol25 structures with the same formula, charge and spin	0.0000	eV
LUMO energy	-6.6820	eV
E	-3660.3115	a.u.
Kohn-Sham gap	0.265	Ha

Positions of all 73 atoms, in Å:
Ir1 -0.38 -0.64 1.04
C1 4.55 3.22 -0.06
C2 4.14 1.87 -0.59
C3 3.56 1.91 -1.98
O1 3.10 1.36 0.35
P1 2.62 -0.13 0.43
S1 1.67 -0.45 2.19
S2 1.02 -0.55 -0.75
O2 3.91 -0.93 0.15
C4 4.12 -2.41 0.30
C5 3.67 -3.10 -0.97
C6 5.58 -2.58 0.61
H1 5.39 3.59 -0.63
H2 4.85 3.15 0.99
H3 3.74 3.94 -0.17
H4 4.97 1.16 -0.53
H5 2.68 2.55 -2.02
H6 3.29 0.91 -2.34
H7 4.31 2.30 -2.67
H8 3.50 -2.70 1.15
H9 4.24 -2.73 -1.82
H10 2.61 -2.96 -1.16
H11 3.87 -4.17 -0.88
H12 6.19 -2.22 -0.21
H13 5.79 -3.64 0.76
H14 5.85 -2.04 1.52
O3 -4.03 0.73 1.30
C7 -3.29 0.29 0.42
O4 -2.35 -0.56 0.70
C8 -3.48 0.72 -0.99
C9 -2.54 0.45 -1.98
C10 -2.75 0.90 -3.28
C11 -3.89 1.62 -3.59
C12 -4.80 1.88 -2.58
C13 -4.62 1.45 -1.29
N1 -6.02 2.66 -2.91
O5 -6.81 2.85 -2.01
O6 -6.13 3.06 -4.05
H15 -1.64 -0.10 -1.74
H16 -2.02 0.69 -4.05
H17 -4.08 1.98 -4.59
H18 -5.36 1.69 -0.53
N2 -2.68 1.25 3.40
C14 -2.17 2.61 3.07
P2 -1.21 2.72 1.49
O7 -2.03 3.29 0.43
O8 -0.43 1.42 1.27
C15 0.19 3.88 1.88
N3 1.49 3.13 2.04
H19 -3.26 1.27 4.23
H20 -1.92 0.59 3.57
H21 -3.29 0.89 2.50
H22 -1.60 3.00 3.92
H23 -3.04 3.26 2.91
H24 0.02 4.48 2.77
H25 0.27 4.55 1.02
H26 1.86 3.19 2.98
H27 2.22 3.46 1.40
H28 1.32 2.13 1.81
S3 0.39 -5.11 1.37
C16 0.48 -3.43 1.58
N4 -0.38 -2.70 0.92
C17 -1.22 -3.52 0.15
C18 -2.25 -3.13 -0.71
C19 -2.94 -4.10 -1.40
C20 -2.65 -5.46 -1.25
C21 -1.63 -5.86 -0.42
C22 -0.93 -4.88 0.28
H29 1.21 -3.00 2.25
H30 -2.50 -2.09 -0.83
H31 -3.74 -3.80 -2.07
H32 -3.21 -6.19 -1.80
H33 -1.39 -6.91 -0.29

No. 3
Here is C16H22HfN8SSe5 as an isolated structure in a non-equilibrium geometry from the Open Molecules 2025 dataset. Energies are from ωB97M-V/def2-TZVPD.

Calculated values
total charge	+2
energy above the lowest of the compared OMol25 structures with the same formula, charge and spin	0.0000	eV
LUMO energy	-6.1614	eV
E	-13513.9712	a.u.
Kohn-Sham gap	0.240	Ha

Positions of all 53 atoms, in Å:
Hf1 -0.69 0.58 -0.46
C1 -1.98 -3.09 2.03
C2 -1.60 -2.17 0.92
N1 -0.94 -1.08 1.07
N2 -0.58 -0.72 2.36
C3 0.54 -0.05 2.36
N3 0.94 0.50 3.51
S1 1.52 0.24 0.91
C4 -2.00 -2.46 -0.48
C5 -2.82 -3.54 -0.79
C6 -3.18 -3.74 -2.12
C7 -2.71 -2.87 -3.08
C8 -1.91 -1.81 -2.68
N4 -1.55 -1.60 -1.41
H1 -1.47 -2.80 2.95
H2 -3.06 -3.04 2.19
H3 -1.73 -4.12 1.77
H4 0.41 0.31 4.35
H5 1.85 0.93 3.59
H6 -3.17 -4.20 -0.02
H7 -3.83 -4.56 -2.38
H8 -2.97 -2.97 -4.12
H9 -1.57 -1.08 -3.41
Se1 -3.40 0.69 -0.63
Se2 -3.04 2.51 -2.04
Se3 -1.17 1.63 -3.18
Se4 0.55 2.45 -1.87
Se5 -2.52 2.24 2.13
N5 -1.00 2.20 1.13
C9 -0.22 3.21 1.55
C10 1.12 3.52 1.14
C11 1.73 4.61 1.66
C12 1.10 5.47 2.63
C13 -0.13 5.19 3.09
C14 -0.81 4.03 2.57
N6 -2.00 3.67 3.01
H10 1.65 2.86 0.48
H11 2.74 4.85 1.35
H12 1.64 6.34 2.99
H13 -0.63 5.80 3.83
N7 3.94 -2.30 -1.56
C15 3.39 -1.42 -2.69
C16 2.40 -0.41 -2.15
N8 1.03 -0.87 -1.93
H14 4.68 -2.92 -1.89
H15 3.22 -2.88 -1.14
H16 4.33 -1.73 -0.81
H17 2.98 -2.11 -3.42
H18 4.27 -0.93 -3.12
H19 2.36 0.43 -2.84
H20 2.79 0.00 -1.22
H21 0.95 -1.70 -1.34
H22 0.57 -1.07 -2.81